[1]
# C37H44F6N3PPt

C37H44F6N3PPt as an isolated structure (ωB97M-V with the def2-TZVPD basis set, the Open Molecules 2025 dataset).

Geometry as ORCA input:
```
! RIJCOSX wB97M-V def2-TZVPD def2/J DEFGRID3
* xyz 1 2
C -2.629 3.846 -2.340
H -0.886 5.069 -2.226
H -3.307 -0.434 -2.836
H 0.576 -2.496 -0.517
Pt -0.319 -0.775 0.196
C 1.154 4.727 -0.085
H 0.208 -4.259 1.244
C -0.470 2.763 1.905
H 1.304 -2.999 1.858
H 1.951 -4.552 1.322
N 1.838 -0.392 -0.184
H 5.034 1.742 -0.203
C 1.476 3.894 -2.405
H 2.118 0.892 -2.543
H 1.424 -4.011 -2.350
C 4.185 0.659 -1.894
N -0.978 -0.957 2.035
H -4.195 2.406 -2.370
C 1.352 -3.279 -0.308
C -1.908 -1.486 2.758
H -1.475 3.057 1.627
C 0.880 3.555 -1.032
C 2.252 0.384 0.745
H 0.075 -4.638 -1.403
H 1.395 2.671 -0.659
H -3.921 1.102 1.168
H 0.862 4.517 0.941
C 2.075 1.942 2.610
H 3.081 1.632 2.868
H -3.460 -1.674 1.278
F -2.962 -4.164 -1.911
H 3.132 -0.029 -3.657
H -4.821 0.407 -2.473
H -0.369 4.055 3.606
H -2.246 -2.412 6.037
C 5.110 -1.597 -1.463
C 5.011 -2.949 -1.180
C -3.240 -1.808 2.314
H -2.676 -0.271 -0.419
C 4.275 1.882 -0.976
H 1.689 -5.254 -1.118
H -5.162 0.165 0.313
H 1.920 3.338 4.232
C -1.567 -1.705 4.154
F -4.290 -3.102 -0.406
H -4.870 1.842 -0.120
F -4.095 -5.367 -0.286
H 2.559 3.964 -2.324
H -4.470 -1.149 -1.728
F -1.827 -5.166 -0.204
C 3.119 0.824 -2.976
H 1.113 4.860 -2.759
H 3.329 2.127 -0.489
C 1.188 -3.798 1.120
H -3.186 4.565 -2.927
C -3.193 2.622 -2.030
C -3.348 0.471 -0.855
F -1.998 -2.821 -0.311
C 3.792 -3.465 -0.792
C -2.538 1.680 -1.256
H -0.564 -1.459 4.474
P -3.062 -4.165 -0.324
H 4.564 2.755 -1.565
C -3.794 -2.486 4.519
H 6.030 -1.204 -1.879
C 0.148 3.307 3.020
C -2.491 -2.219 5.002
H 3.302 1.722 -3.561
C -1.229 1.998 -0.779
C 2.694 -2.635 -0.585
F -3.076 -4.047 1.304
H 1.231 3.144 -3.156
C -4.026 -0.207 -2.049
C -1.342 4.135 -1.926
H 3.680 -4.533 -0.654
C 1.458 1.350 1.517
C 2.865 -1.261 -0.725
C 0.168 1.777 1.157
C 1.427 2.904 3.373
C -0.600 3.231 -1.194
H -5.175 -2.514 2.870
C 1.114 -4.359 -1.364
H 2.220 4.961 -0.094
C -4.382 0.918 0.193
H 5.862 -3.601 -1.322
H 3.302 0.311 1.030
C 4.046 -0.724 -1.267
N -0.500 1.181 0.081
H 0.616 5.618 -0.415
H 5.146 0.612 -2.408
H -4.523 -2.895 5.210
C -4.178 -2.267 3.202
*
```

Calculated values
⟨S²⟩: 0.786
Frontier orbital gap (alpha / beta) in eV: 5.986 / 5.815

Löwdin population analysis, charges in e, atoms 1 to 6:
1. C -0.01
2. H 0.12
3. H 0.10
4. H 0.05
5. Pt 1.16
6. C -0.03

***

[2]
# C6H14O

An isolated molecule of C6H14O in a non-equilibrium geometry (ωB97M-V with the def2-TZVPD basis set, the Open Molecules 2025 dataset).

Geometry as ORCA input:
```
! RIJCOSX wB97M-V def2-TZVPD def2/J DEFGRID3
* xyz 0 1
H 1.255 -1.502 0.187
H -0.560 -0.569 1.188
H -1.633 0.755 -1.208
H 1.355 2.287 2.256
H -0.712 -2.379 -0.095
H -0.464 1.887 2.360
C 0.498 2.179 1.607
H 1.816 0.990 0.229
C -0.225 -1.961 -1.119
C -0.199 0.026 0.280
C 0.701 -0.926 -0.511
H 0.568 1.988 -0.604
O 0.557 -3.128 -1.646
H -2.142 -0.534 -0.267
C 0.706 1.312 0.360
H 0.231 3.167 1.318
H 1.326 -0.421 -1.242
H -0.943 -1.685 -1.814
H -2.054 1.043 0.521
C -1.533 0.381 -0.251
H 1.453 -2.910 -1.547
*
```

Calculated values
Relative energy (zero: lowest compared OMol25 entry of this formula, charge and spin) in kJ/mol: 245.4
Frontier orbital gap in eV: 11.168

natural (NBO) population analysis, charges in e, atoms 1 to 6:
1. H 0.21
2. H 0.21
3. H 0.20
4. H 0.22
5. H 0.15
6. H 0.19

***

[3]
# C4H8O2S2

A 2-piece molecular cluster, C4H8O2S2 overall in a non-equilibrium geometry (ωB97M-V with the def2-TZVPD basis set, the Open Molecules 2025 dataset).

Geometry as ORCA input:
```
! RIJCOSX wB97M-V def2-TZVPD def2/J DEFGRID3
* xyz 0 1
C 0.751 -0.546 0.123
H -3.610 -1.277 -0.343
S -0.799 1.884 0.069
C -0.109 0.409 0.500
H 3.659 0.651 -0.125
C 2.684 0.910 -0.080
H 2.153 1.370 -0.806
O 2.063 -0.394 0.027
H -2.466 -0.553 -1.460
O -1.857 -1.193 0.383
H 2.386 1.307 0.938
H -3.308 0.306 -0.055
C -2.729 -0.631 -0.415
S 0.278 -2.219 -0.027
H 1.506 -2.620 -0.010
H -0.603 2.596 1.280
*
```

Calculated values
Relative energy (zero: lowest compared OMol25 entry of this formula, charge and spin) in kJ/mol: 676.2
Frontier orbital gap (alpha / beta) in eV: 7.576 / 7.527

natural (NBO) population analysis, charges in e, atoms 1 to 6:
1. C 0.15
2. H 0.19
3. S 0.21
4. C -0.19
5. H 0.21
6. C -0.23

***

[4]
# CHN3O3S

An isolated ion of composition CHN3O3S and charge -2 in a non-equilibrium geometry (ωB97M-V with the def2-TZVPD basis set, the Open Molecules 2025 dataset).

Geometry as ORCA input:
```
! RIJCOSX wB97M-V def2-TZVPD def2/J DEFGRID3
* xyz -2 1
N -0.367 1.874 -1.542
C 0.951 0.158 -0.505
S -0.197 -1.486 1.495
H -1.271 1.682 -2.020
O -1.687 -1.562 1.636
N 0.078 0.697 -1.521
O 2.142 -0.143 -0.563
N 0.010 -0.180 0.255
O 0.343 -1.039 2.763
*
```

Calculated values
Relative energy (zero: lowest compared OMol25 entry of this formula, charge and spin) in kJ/mol: 304.8
Frontier orbital gap in eV: 5.751

natural (NBO) population analysis, charges in e, atoms 1 to 6:
1. N -0.50
2. C 0.64
3. S 1.58
4. H 0.27
5. O -1.09
6. N -0.19

***

[5]
# C35H51Cl2PZr

C35H51Cl2PZr as an isolated structure in a non-equilibrium geometry (ωB97M-V with the def2-TZVPD basis set, the Open Molecules 2025 dataset).

Geometry as ORCA input:
```
! RIJCOSX wB97M-V def2-TZVPD def2/J DEFGRID3
* xyz -2 1
H 1.988 -0.028 6.586
H -4.005 1.755 -4.589
H 0.013 -2.951 -3.049
C -0.871 0.412 3.898
C 3.427 -0.395 -4.325
H -2.347 -2.057 7.925
C 3.560 1.424 -2.510
H -0.333 1.606 -3.461
C -1.106 1.366 -2.718
C -0.219 -1.983 8.307
C 1.971 -0.680 -3.934
H -0.777 1.786 -1.752
C 1.215 -4.999 -1.393
H 1.572 -3.076 -0.409
H 0.192 6.229 -0.863
H -1.934 0.198 4.044
H -3.778 -0.490 -3.723
H 1.250 2.046 3.783
C 3.876 1.032 -3.958
H 4.248 0.907 -1.827
H 3.545 -0.559 -5.402
C 0.083 -2.787 -1.958
H -2.199 -5.085 -0.655
H -1.200 -2.900 -0.228
H 2.542 -0.990 -1.888
C 2.121 1.090 -2.114
H -2.065 2.145 0.926
H -3.247 -0.522 -5.410
C -1.399 -1.592 7.657
H -2.277 3.084 -3.260
H 2.205 -3.213 -2.054
H 4.075 -1.118 -3.806
C 0.665 2.038 1.046
P 0.197 -0.952 -1.737
H -2.054 -0.360 -1.897
C -1.659 -0.768 -3.973
H -3.158 1.882 -2.317
H 1.937 1.283 -1.048
H -0.922 3.006 4.771
H 2.082 -5.425 -0.877
H 1.431 1.744 -2.657
H -0.868 -0.583 -4.714
H -0.248 -2.752 9.093
C -0.930 2.237 5.556
C -2.987 1.388 -4.428
H -3.408 3.953 -0.120
H -0.009 -5.323 0.354
H 3.417 1.756 -4.646
H 1.552 4.413 0.187
C 1.805 -0.381 -2.445
H -2.289 -0.250 6.213
C -0.289 5.316 -0.501
H 1.723 -1.728 -4.159
H 1.905 0.517 4.437
C -2.991 -0.150 -4.413
H 1.776 1.939 5.471
C -2.436 2.005 -3.140
C -0.142 3.107 0.541
H -1.981 2.032 5.802
H -0.162 -6.571 -0.865
H 1.244 -5.366 -2.427
H 1.277 -0.049 -4.513
H -2.288 5.987 -1.025
Zr -0.094 0.248 1.940
C -0.158 -0.040 6.263
H -2.085 -2.839 -1.743
C -1.367 -0.591 6.683
H -2.417 1.758 -5.292
C 0.473 4.310 0.070
Cl 1.781 -1.163 1.565
H -0.479 2.676 6.458
C -2.321 4.046 -0.094
H 1.749 2.229 0.986
C 0.996 -1.416 7.904
C -1.687 5.189 -0.593
C -1.199 -3.279 -1.263
Cl -2.056 -0.630 0.912
C -1.331 -4.806 -1.265
H -1.534 -5.147 -2.288
H 4.953 1.125 -4.131
C -0.159 0.980 5.097
H 3.719 2.498 -2.371
C 1.270 1.385 4.671
C -1.574 3.023 0.484
H 1.923 -1.724 8.385
C -0.074 -5.490 -0.729
H -1.769 -1.858 -3.895
C -1.247 -0.160 -2.629
C 1.025 -0.452 6.884
C 1.350 -3.474 -1.415
*
```

Calculated values
Frontier orbital gap in eV: 3.670

Löwdin population analysis, charges in e, atoms 1 to 6:
1. H 0.09
2. H 0.09
3. H 0.10
4. C -0.35
5. C -0.21
6. H 0.08

***

[6]
# C2H8N4

An isolated molecule of C2H8N4 in a non-equilibrium geometry (ωB97M-V with the def2-TZVPD basis set, the Open Molecules 2025 dataset).

Geometry as ORCA input:
```
! RIJCOSX wB97M-V def2-TZVPD def2/J DEFGRID3
* xyz 0 1
H -1.486 -1.849 -0.346
N -1.945 -0.975 0.261
H -1.381 -0.990 1.352
H 0.236 -0.344 -0.745
C 2.127 -0.307 -0.061
H -2.601 0.991 -0.358
N 0.431 1.112 0.250
N -1.678 0.304 -0.456
H 2.651 0.111 0.818
H -1.143 2.222 0.293
H 2.497 0.149 -0.997
N 0.742 -0.171 0.057
C -0.776 1.181 0.116
H 2.325 -1.433 -0.185
*
```

Calculated values
Relative energy (zero: lowest compared OMol25 entry of this formula, charge and spin) in kJ/mol: 476.4
Frontier orbital gap in eV: 9.222

natural (NBO) population analysis, charges in e, atoms 1 to 6:
1. H 0.36
2. N -0.68
3. H 0.37
4. H 0.34
5. C -0.40
6. H 0.38

***

[7]
# C2H3ClS

A 2-piece molecular cluster, C2H3ClS overall in a non-equilibrium geometry (ωB97M-V with the def2-TZVPD basis set, the Open Molecules 2025 dataset).

Geometry as ORCA input:
```
! RIJCOSX wB97M-V def2-TZVPD def2/J DEFGRID3
* xyz 0 1
H -1.518 0.405 0.515
C 0.451 0.125 -0.448
S -0.273 -1.501 -0.482
C -0.555 -0.080 0.602
H -0.206 -0.222 1.619
Cl 2.119 0.393 -0.132
H -0.018 0.881 -1.675
*
```

Calculated values
Relative energy (zero: lowest compared OMol25 entry of this formula, charge and spin) in kJ/mol: 151.3
Frontier orbital gap in eV: 9.743

natural (NBO) population analysis, charges in e, atoms 1 to 6:
1. H 0.23
2. C -0.37
3. S 0.16
4. C -0.52
5. H 0.23
6. Cl 0.04

***

[8]
# C29H53BFeO2P2

C29H53BFeO2P2 as an isolated structure in a non-equilibrium geometry (ωB97M-V with the def2-TZVPD basis set, the Open Molecules 2025 dataset).

Geometry as ORCA input:
```
! RIJCOSX wB97M-V def2-TZVPD def2/J DEFGRID3
* xyz 1 6
H 1.879 0.215 -1.938
H -2.217 0.794 1.177
H 0.246 -1.838 -6.034
H -2.059 -1.899 -1.982
H -3.461 0.525 -4.617
O -0.140 2.595 2.522
H -0.295 -4.919 0.439
C 0.404 1.503 -1.011
H -0.703 -2.554 -4.689
H -3.152 -4.670 1.244
H -2.439 0.767 -1.561
C -2.453 0.294 -4.998
H -2.144 3.351 -4.128
B 0.203 1.676 1.542
H -4.118 -1.663 3.379
C -1.520 0.525 0.375
H 0.382 4.533 4.224
H -1.036 -0.580 -2.562
H 1.225 -4.099 0.859
H 3.123 1.842 4.482
C 3.449 2.177 1.824
C 1.349 4.303 1.752
C -3.602 -1.189 2.526
H -1.070 2.646 0.065
C 1.170 3.773 4.141
C -0.546 1.672 0.172
C 0.004 -2.254 2.660
H 0.053 -2.749 -1.382
H 2.219 0.665 -0.288
O 1.387 1.008 1.741
H 2.645 -0.573 -5.608
C 2.697 -0.908 -4.565
H 1.115 1.365 -4.361
C -2.881 -3.739 0.727
H 0.994 2.428 -1.126
C 1.407 0.344 -0.942
H -4.232 -1.328 1.635
C 0.941 -0.997 -0.471
C 0.298 -2.247 -5.017
C 1.362 -2.308 3.267
C -2.246 -1.767 2.317
H 4.019 1.241 1.774
H 1.726 -1.301 3.509
H 3.163 -1.894 -4.505
H -3.801 -3.171 0.545
H 1.758 -1.581 -0.027
H 0.439 4.922 1.748
H 3.286 -0.189 -3.982
H -3.546 -0.112 2.744
C -1.371 -1.105 -1.640
C -0.142 -1.729 -1.044
H 0.421 -5.125 2.062
H -2.348 0.692 -6.017
C 1.161 3.163 2.768
P -1.248 1.123 -3.878
H 3.269 2.499 0.796
C -2.198 -0.041 -0.847
H -2.446 -4.007 -0.245
H 0.952 -3.129 -5.017
H -0.209 1.444 -1.934
C 2.500 1.189 3.856
P 1.015 -1.032 -3.842
C 0.242 -4.405 1.248
C 0.374 0.569 -4.571
H 2.201 4.924 2.057
H -3.159 -0.489 -0.565
H -1.610 0.546 3.840
H 2.140 4.264 4.279
H 3.081 0.283 3.645
H 1.615 0.891 4.432
C -1.030 -0.345 4.112
H 0.286 0.465 -5.666
C 2.155 1.912 2.566
H -1.298 2.820 -5.628
Fe -0.753 -1.358 0.894
H 1.351 -2.902 4.196
H 1.028 3.041 4.934
C -1.922 -2.932 1.527
H 1.501 3.955 0.718
H -1.444 -0.731 5.062
C -1.262 2.839 -4.531
C -1.067 -1.371 3.038
H 2.073 -2.772 2.573
H -0.350 3.346 -4.188
H -2.312 -0.797 -4.991
C -0.522 -3.227 1.737
H -0.002 -0.026 4.306
H 4.044 2.926 2.360
*
```

Calculated values
Relative energy (zero: lowest compared OMol25 entry of this formula, charge and spin) in kJ/mol: 0.0
⟨S²⟩: 8.777
Frontier orbital gap (alpha / beta) in eV: 6.812 / 5.786

Löwdin population analysis, charges in e, atoms 1 to 6:
1. H 0.08
2. H 0.11
3. H 0.05
4. H 0.12
5. H 0.04
6. O 0.14

***

The records above give, respectively, E values of -2660.2656, -312.1616, -1103.8314, -826.7610, -2673.0966, -299.8492, -936.2992, -3258.2599 Eh.